Here is a structure of composition C26H17BeCl5F2NOSe at a distorted geometry from OMol25. Energies are from wB97M-V/def2-TZVPD.

```
54
Properties=species:S:1:pos:R:3:forces:R:3
Be -0.806 -1.022 -0.456 0.2008 0.9572 0.3191
Cl 0.348 -3.825 6.191 -0.0026 -0.1827 0.1899
C 0.180 -3.297 4.562 -0.4805 0.3726 -0.4363
C -0.999 -2.615 4.173 1.2793 0.0237 -1.0426
Cl -2.308 -2.376 5.262 0.1555 -0.1320 0.1043
C -1.078 -2.087 2.864 -0.7480 -0.2186 0.8263
Cl -2.568 -1.335 2.354 0.3397 -0.4143 0.1774
C -0.039 -2.210 1.924 0.4457 -0.0903 -0.5719
O -0.092 -1.785 0.707 0.1803 -0.7369 0.6084
C 1.124 -2.909 2.367 0.1870 -0.8129 0.3816
Cl 2.389 -3.218 1.205 -0.4318 0.3073 0.1983
C 1.231 -3.501 3.640 -1.5143 1.3745 -0.5854
Cl 2.595 -4.404 4.076 0.5204 -0.3170 0.2240
F 2.876 1.199 -3.307 -0.4266 -0.3358 -0.1453
C 1.815 0.333 -3.193 0.5545 0.8479 -0.3841
C 1.066 0.379 -2.042 0.9402 -0.3583 -0.3895
C 0.102 -0.582 -1.877 -0.8396 -0.9188 0.5164
C -0.216 -1.476 -2.902 1.0599 -0.0645 -1.2433
C 0.564 -1.432 -4.075 -0.5367 0.4935 0.5250
F 0.288 -2.288 -5.073 -0.0372 -0.4597 -0.6932
C 1.574 -0.510 -4.281 -0.4204 -0.1229 1.1181
C -1.308 -2.429 -2.635 -0.4277 0.5447 1.1855
C -1.811 -3.460 -3.433 -0.3492 0.1293 1.0952
C -2.880 -4.230 -2.932 0.3010 0.4667 -0.8677
C -3.477 -3.930 -1.715 0.9119 0.2075 -0.4274
C -2.893 -2.901 -0.974 -0.2627 -0.5313 0.0692
N -1.860 -2.176 -1.391 -0.2516 -0.6020 -0.5037
H 1.334 1.041 -1.235 0.0410 0.2719 0.0186
H 2.139 -0.445 -5.188 0.1777 -0.0892 -0.2363
H -1.341 -3.628 -4.383 -0.1236 -0.2671 -0.1637
H -3.258 -5.025 -3.572 -0.0165 0.0270 0.2411
H -4.308 -4.500 -1.330 -0.0259 0.0387 0.0593
H -3.290 -2.742 0.024 0.2767 0.4740 -0.0308
C 2.631 5.679 0.958 0.8924 0.0534 -0.7014
C 1.673 4.534 0.860 -0.6242 0.3024 0.0873
C 1.945 3.299 1.401 -0.2268 -1.0887 -0.0283
C 1.052 2.203 1.302 0.2461 0.7749 -0.6913
C 1.458 0.878 1.917 0.1801 0.2836 -0.6076
C -0.166 2.404 0.591 0.4054 0.2194 0.5235
Se -1.469 1.068 0.347 -1.0976 -0.3368 0.1671
C -0.539 3.709 0.184 1.0556 0.5268 -0.2903
C -1.877 4.053 -0.446 0.9553 -0.0650 0.2954
C 0.421 4.733 0.295 -0.7604 -0.3106 0.1107
H 3.603 5.298 1.325 -0.3588 0.3997 -0.1538
H 2.284 6.471 1.624 -0.0194 -0.0327 0.0740
H 2.795 6.145 -0.049 -0.0602 -0.3568 0.8106
H 2.903 3.153 1.894 -0.0330 -0.1051 0.0509
H 2.219 1.050 2.684 0.0754 -0.1070 -0.1996
H 1.803 0.118 1.185 -0.0520 0.5496 0.2740
H 0.603 0.439 2.389 -0.6513 -0.3158 0.3750
H -2.055 3.452 -1.327 -0.0352 -0.1757 -0.2839
H -1.846 5.108 -0.712 -0.2480 0.0673 -0.0338
H -2.687 3.843 0.236 -0.2979 0.0128 0.2278
H 0.158 5.747 -0.012 -0.0226 -0.1778 -0.1428
```
Positions in Å, forces in eV/Å.

Results
Frontier orbital gap ... 6.1 eV
E ... -6048.05005 Ha
Highest occupied orbital energy ... -3.76 eV
Molecular weight ... 662.661 g/mol
Spin multiplicity ... 1
Net charge ... -1
Relative energy (zero: lowest compared OMol25 entry of this formula, charge and spin) ... 31.8 kJ/mol

---

Here is a structure of composition C26H18BrCrIN5O2S from OMol25. Energies are from wB97M-V/def2-TZVPD.

```
55
Properties=species:S:1:pos:R:3:forces:R:3
Cr 0.550 -1.221 0.548 -0.3879 -0.6416 -0.4476
S 4.725 -1.131 2.154 -0.2790 -0.0330 -0.0946
C 4.867 -1.176 0.445 0.0880 0.0106 0.1415
C 3.663 -1.270 -0.183 0.0853 -0.0179 -0.1605
C 2.558 -1.313 0.714 -0.0174 -0.0182 0.2536
C 2.997 -1.233 2.014 0.3674 -0.0381 -0.2450
C 2.044 -1.182 3.082 -0.1330 0.0362 0.1606
C 2.349 -1.162 4.446 -0.0455 -0.0002 -0.0777
C 1.323 -1.106 5.363 0.0154 0.0019 -0.1023
C 0.009 -1.073 4.902 0.0004 0.0140 0.0871
C -0.219 -1.102 3.543 -0.1308 0.0038 0.0886
N 0.766 -1.146 2.640 0.1681 0.0773 0.0808
H 5.850 -1.146 -0.001 -0.0259 -0.0023 -0.0269
H 3.572 -1.322 -1.259 -0.0253 -0.0421 0.0215
H 3.387 -1.194 4.748 -0.0150 -0.0047 0.0586
H 1.532 -1.091 6.424 0.0098 0.0037 -0.0012
H -0.824 -1.022 5.588 -0.0184 -0.0252 -0.0348
H -1.231 -1.075 3.161 0.0373 -0.0008 -0.0565
C 0.472 2.980 1.123 0.0618 0.0414 -0.0038
C 0.514 1.607 1.251 0.1139 0.1327 0.0333
N 0.943 0.797 0.271 -0.4827 0.5854 0.1421
C 1.307 1.355 -0.885 0.2418 -0.0425 -0.0995
C 1.296 2.730 -1.109 -0.0784 0.0585 0.2489
C 0.893 3.555 -0.062 -0.1105 -0.2048 -0.0609
C 1.801 3.347 -2.345 0.0034 -0.0730 -0.1474
C 1.610 3.029 -3.628 0.0735 0.2277 0.1216
C 0.674 2.092 -4.260 -0.1229 -0.1759 -0.3011
C 0.760 1.893 -5.639 -0.0027 -0.0607 0.0683
C -0.186 1.069 -6.221 -0.0154 0.0458 0.0691
N -1.168 0.514 -5.520 -0.0699 -0.0797 -0.0315
C -1.171 0.772 -4.217 0.1099 -0.0705 -0.0161
N -0.298 1.515 -3.552 0.0403 0.1231 0.2463
H 0.130 3.582 1.953 0.0021 -0.0011 -0.0018
H 0.218 1.145 2.179 -0.0594 -0.0707 -0.0259
H 1.673 0.683 -1.648 -0.1261 -0.1073 -0.0645
H 0.887 4.631 -0.182 0.0334 0.0046 -0.0363
H 2.425 4.215 -2.156 0.1275 -0.0669 -0.0613
H 2.167 3.613 -4.354 0.0021 0.0526 0.0424
H 1.529 2.370 -6.230 0.0233 -0.0268 0.0172
H -0.171 0.851 -7.284 0.0306 0.0426 0.0048
H -1.969 0.324 -3.638 0.0172 -0.0145 0.0488
Br -6.696 -0.431 -0.898 0.0327 -0.0975 0.1008
C -5.497 -1.457 0.150 -0.0149 0.0880 -0.0970
C -5.977 -2.394 1.056 0.0582 0.0396 -0.0864
N -5.167 -3.148 1.785 -0.0944 -0.1221 0.1739
C -3.855 -2.985 1.660 0.1750 -0.0645 -0.0926
C -3.290 -2.046 0.807 -0.1038 0.2081 -0.0658
C -4.137 -1.265 0.025 0.0078 -0.0701 0.0682
C -1.827 -1.763 0.765 -0.2975 -0.1215 0.0549
O -0.968 -2.633 1.052 0.2848 0.2024 0.0600
O -1.454 -0.591 0.461 0.3038 0.0245 0.1326
H -7.042 -2.540 1.197 -0.0042 0.0117 -0.0594
H -3.227 -3.627 2.266 0.0485 0.0537 -0.0154
H -3.724 -0.536 -0.657 0.0012 0.0505 0.0349
I 0.610 -2.286 -1.847 0.0965 0.1538 -0.0468
```
Positions in Å, forces in eV/Å.

Results
Frontier orbital gap (spin up / spin down) ... 7.5 / 7.4 eV
E ... -5740.25385 Ha
Highest occupied orbital energy (spin up / spin down) ... -8.07 / -7.90 eV
Molecular weight ... 723.334 g/mol
Spin multiplicity ... 2

---

Here is an isolated molecule of C26H18Cl2F5N3O2 from OMol25. Energies are from wB97M-V/def2-TZVPD.

```
56
Properties=species:S:1:pos:R:3:forces:R:3
C -0.561 -3.257 0.840 -0.0857 0.0351 -0.0306
C -1.568 -2.415 0.141 -0.1060 0.4375 -0.2220
N -2.822 -2.787 -0.012 -0.0462 -0.7154 0.3011
N -3.434 -1.811 -0.689 0.6280 0.2696 -0.1038
C -2.593 -0.789 -0.992 0.3427 -0.1053 0.0382
C -1.369 -1.149 -0.456 -0.7425 -0.1117 -0.0359
N -0.179 -0.415 -0.468 0.0612 -0.3471 -0.1251
C -0.114 0.915 -0.178 0.1202 0.0113 0.0598
O -1.087 1.598 0.072 0.0077 0.0563 0.0663
C 1.278 1.453 -0.180 0.2131 0.2036 0.0037
C 2.241 1.010 -1.081 -0.1090 -0.0126 0.0500
C 3.533 1.495 -1.005 0.0120 0.2569 -0.0026
C 3.888 2.418 -0.027 0.0545 0.0690 -0.1211
C 2.911 2.895 0.841 0.0644 -0.0475 -0.1177
C 1.614 2.427 0.755 -0.1308 -0.0822 0.0143
H 0.848 2.788 1.424 -0.0799 0.0380 0.0498
H 3.177 3.620 1.596 0.0285 0.0768 0.1034
C 5.336 2.760 0.187 -0.1178 0.1823 -0.2434
O 5.927 1.863 1.141 0.1062 -0.3342 0.2232
C 5.812 0.541 0.808 0.1099 -0.2514 -0.0878
C 4.676 -0.174 1.175 0.1965 -0.0865 0.0912
C 4.540 -1.497 0.796 0.3415 0.2521 -0.0457
C 5.537 -2.145 0.085 -0.0680 0.0207 0.0341
C 6.682 -1.449 -0.254 -0.0498 0.1060 0.0042
C 6.815 -0.112 0.089 -0.2330 0.1228 0.1656
Cl 8.226 0.761 -0.379 0.1489 0.0892 -0.0635
H 7.471 -1.937 -0.804 0.0903 -0.0221 -0.0445
H 5.420 -3.178 -0.201 -0.0245 -0.0927 -0.0091
Cl 3.082 -2.331 1.191 -0.3150 -0.1804 0.0710
H 3.904 0.320 1.744 -0.0923 0.0501 0.0131
H 5.461 3.748 0.633 -0.0121 -0.0757 -0.1108
H 5.893 2.709 -0.758 -0.0338 0.0222 0.1341
H 4.280 1.140 -1.701 0.0920 -0.0432 -0.0510
H 1.985 0.292 -1.847 -0.0412 -0.0680 -0.0567
H 0.673 -0.957 -0.437 0.0202 0.1984 -0.0255
C -2.984 0.399 -1.789 -0.0320 0.0943 0.1090
H -3.180 1.249 -1.135 -0.0397 0.0360 -0.0432
H -2.160 0.683 -2.441 0.0008 0.0442 -0.0617
H -3.861 0.197 -2.398 -0.0549 -0.0087 -0.1166
C -4.853 -1.877 -0.900 -0.3597 -0.0675 0.0144
C -5.560 -0.734 -0.210 -0.1450 0.2157 0.0847
C -5.393 -0.507 1.154 -0.3433 0.3179 -0.1667
C -5.999 0.571 1.793 0.0337 -0.1012 -0.1898
C -6.797 1.449 1.065 0.1209 -0.2332 -0.1739
C -6.983 1.237 -0.297 0.1209 -0.1382 0.0664
C -6.363 0.156 -0.914 0.0465 -0.0098 0.4428
F -6.550 -0.028 -2.227 -0.0481 0.1169 -0.0225
F -7.750 2.067 -1.006 0.0455 -0.0244 0.0648
F -7.385 2.479 1.669 0.0787 -0.1401 -0.0789
F -5.828 0.759 3.101 -0.0238 0.0121 -0.0831
F -4.650 -1.343 1.875 -0.0171 0.0564 0.0321
H -5.090 -1.867 -1.968 0.0177 -0.0422 0.1925
H -5.171 -2.832 -0.471 0.0677 0.1331 -0.1470
H 0.235 -3.553 0.157 0.0835 -0.0841 0.0101
H -0.114 -2.706 1.666 0.0691 -0.0085 0.0922
H -1.046 -4.147 1.226 0.0286 -0.0906 0.0483
```
Positions in Å, forces in eV/Å.

Results
Frontier orbital gap ... 8.9 eV
E ... -2736.04313 Ha
Highest occupied orbital energy ... -8.47 eV
Molecular weight ... 570.345 g/mol
Spin multiplicity ... 1
SMILES ... Cc1nn(Cc2c(F)c(F)c(F)c(F)c2F)c(C)c1NC(=O)c1ccc(COc2cc(Cl)ccc2Cl)cc1

---

Here is a structure of composition C26H18Cl2N3O4Os at a distorted geometry from OMol25. Energies are from wB97M-V/def2-TZVPD.

```
54
Properties=species:S:1:pos:R:3:forces:R:3
Os -0.669 0.626 -0.146 -2.5168 1.3081 0.0557
N 7.188 -5.776 0.450 -0.0626 0.0154 -0.0079
C 6.252 -5.130 0.288 0.2048 -0.1746 0.0309
C 5.103 -4.300 0.083 -0.2255 0.2224 0.0139
C 4.299 -4.478 -1.042 0.0715 -0.0781 0.0060
C 3.215 -3.646 -1.255 -0.0634 0.1576 -0.0556
C 2.929 -2.621 -0.355 0.2336 -0.1740 0.1339
C 3.729 -2.461 0.781 -0.1765 -0.0224 -0.0502
C 4.805 -3.297 1.005 0.0496 -0.0765 -0.0625
C 1.821 -1.663 -0.556 -0.0406 0.2729 -0.0717
C 2.175 -0.300 -0.611 -0.4878 -0.4706 -0.1645
C 3.490 0.224 -0.841 0.3207 0.7064 -0.1120
C 3.359 1.576 -0.975 0.6096 -0.6379 0.0090
C 1.980 1.870 -0.793 -0.5748 -0.0896 0.1073
N 1.269 0.763 -0.593 0.8922 0.4421 0.0498
C 0.506 -2.112 -0.716 0.2905 0.4513 0.0630
C 0.045 -3.462 -0.878 -0.5464 -0.3469 -0.1157
C -1.299 -3.399 -1.092 0.6106 -0.4979 0.0332
C -1.660 -2.023 -1.007 0.0059 0.5222 0.0165
N -0.595 -1.253 -0.790 -0.3089 -1.0393 -0.1630
H 4.534 -5.260 -1.750 0.0132 0.0109 -0.0050
H 2.618 -3.765 -2.150 0.0102 -0.0103 -0.0094
H 3.480 -1.696 1.506 0.0475 0.0227 -0.0114
H 5.420 -3.176 1.886 0.0024 -0.0027 -0.0029
H 4.392 -0.353 -0.948 -0.0357 -0.0596 0.0556
H 4.141 2.287 -1.181 -0.0528 0.0431 -0.0140
H 1.500 2.838 -0.811 -0.0430 -0.0178 0.0448
H 0.656 -4.348 -0.854 0.0358 0.0403 0.0546
H -1.970 -4.222 -1.270 -0.0438 0.0443 0.0019
H -2.646 -1.588 -1.080 0.0131 0.0412 0.0578
C -1.084 4.575 1.689 0.2028 -0.1365 0.0536
C -1.469 3.457 0.764 -0.7223 0.1441 -0.1196
O -0.675 2.480 0.708 0.8190 0.0782 0.1717
C -2.670 3.541 -0.005 0.3250 -0.6553 -0.3000
C -3.640 4.522 0.303 -0.1833 0.1687 -0.0666
C -4.787 4.646 -0.425 0.0335 0.1137 0.1597
C -4.996 3.805 -1.535 0.0619 -0.0023 0.0477
C -4.080 2.854 -1.880 0.2569 -0.1928 0.0101
C -2.888 2.654 -1.123 -0.5278 0.7074 0.3598
O -2.058 1.752 -1.507 0.9273 -0.9636 0.2085
H -0.082 4.396 2.073 -0.0217 -0.0111 -0.0074
H -1.771 4.623 2.535 -0.0323 -0.0146 -0.0136
H -1.117 5.532 1.171 -0.0278 0.0121 0.0106
H -3.479 5.176 1.150 -0.0113 -0.0098 -0.0072
H -5.530 5.382 -0.152 0.0140 0.0047 -0.0207
H -5.900 3.923 -2.119 0.0130 -0.0503 -0.0311
H -4.226 2.203 -2.731 -0.0339 0.0251 -0.0052
Cl -2.940 -0.640 4.441 -0.0622 -0.0008 -0.0723
C -3.272 -0.962 2.745 0.1984 0.1307 -0.0087
Cl -3.220 -2.706 2.388 -0.0426 -0.0591 -0.0594
C -2.233 -0.314 1.835 0.0871 -0.0772 0.3342
O -1.029 -0.297 2.139 0.0326 0.0279 -0.1640
O -2.657 0.147 0.733 0.4890 0.1758 -0.3982
H -4.265 -0.604 2.498 -0.0278 -0.0177 0.0297
```
Positions in Å, forces in eV/Å.

Results
Frontier orbital gap (spin up / spin down) ... 5.6 / 4.0 eV
E ... -2477.58438 Ha
Highest occupied orbital energy (spin up / spin down) ... -10.66 / -10.72 eV
Molecular weight ... 697.583 g/mol
Spin multiplicity ... 5
Net charge ... +1
Relative energy (zero: lowest compared OMol25 entry of this formula, charge and spin) ... 32.7 kJ/mol